The following is a DFT calculation (wB97M-V/def2-TZVPD) of 2 unconnected molecules or ions with the total composition C34H43N6O3.

Last column: Mulliken charge in e.
Cartesian coordinates (Å):
C -4.594 -2.031 1.479  -1.170
N -3.237 -1.966 0.952  0.178
C -2.627 -0.655 0.874  -0.820
C -2.387 -3.045 1.011  0.556
N -1.117 -2.785 0.972  -0.354
C -0.115 -3.798 1.127  -1.376
C 1.272 -3.186 1.044  0.372
C 1.931 -2.764 2.201  -0.353
C 3.187 -2.157 2.106  -0.557
C 3.778 -1.969 0.852  -0.422
C 3.111 -2.383 -0.305  -0.756
C 1.867 -3.009 -0.208  -0.273
N -3.029 -4.272 1.023  0.227
C -4.079 -4.497 0.038  -1.278
C -2.487 -5.462 1.651  -1.066
H -4.702 -2.854 2.202  0.382
H -4.817 -1.086 1.989  0.394
H -5.328 -2.166 0.673  0.271
H -1.556 -0.795 0.691  0.027
H -3.076 -0.084 0.051  0.375
H -2.781 -0.110 1.817  0.379
H -0.197 -4.296 2.107  0.462
H -0.189 -4.560 0.329  0.453
H 1.449 -2.911 3.172  0.409
H 3.701 -1.840 3.014  0.486
H 4.765 -1.512 0.777  0.432
H 3.557 -2.234 -1.289  0.437
H 1.341 -3.363 -1.099  0.439
H -4.130 -3.653 -0.662  0.403
H -3.865 -5.414 -0.530  0.417
H -5.055 -4.614 0.533  0.326
H -2.124 -5.226 2.659  0.357
H -3.293 -6.198 1.749  0.385
H -1.676 -5.909 1.059  0.319
C 1.444 5.874 -0.228  -0.916
N 1.524 4.442 -0.061  0.288
C 2.231 3.885 0.967  0.226
O 2.880 4.511 1.802  -0.683
C 2.088 2.366 0.855  0.331
C 1.459 1.687 2.072  -0.350
C 2.254 1.946 3.332  0.074
C 1.722 2.758 4.336  -0.270
C 2.495 3.088 5.448  -0.676
C 3.793 2.571 5.569  -0.430
C 4.315 1.734 4.578  -0.926
C 3.545 1.419 3.456  -0.011
N 1.279 2.219 -0.352  0.634
C 0.939 0.995 -0.800  0.347
C 0.148 0.776 -1.920  1.181
C -0.209 -0.479 -2.395  -0.300
C -0.951 -0.688 -3.616  0.813
C -1.425 0.405 -4.389  -0.572
C -2.159 0.204 -5.571  -0.307
N -2.621 1.345 -6.291  0.987
O -3.283 1.166 -7.338  -0.585
O -2.348 2.486 -5.846  -0.577
C -2.439 -1.092 -6.038  -0.458
C -1.969 -2.182 -5.303  -0.706
C -1.242 -1.998 -4.121  -0.504
C 0.886 3.505 -0.972  0.263
C -0.635 3.730 -0.976  -1.586
C 1.440 3.686 -2.394  -1.626
H 1.970 6.365 0.595  0.380
H 1.899 6.180 -1.179  0.300
H 0.397 6.197 -0.233  0.309
H 3.103 1.955 0.685  0.332
H 0.422 2.047 2.187  0.525
H 1.424 0.607 1.866  0.007
H 0.709 3.153 4.213  0.345
H 2.089 3.759 6.206  0.384
H 4.399 2.832 6.437  0.377
H 5.330 1.337 4.664  0.397
H 3.945 0.780 2.663  0.452
H 1.342 0.145 -0.243  0.217
H -0.201 1.655 -2.454  -1.374
H 0.117 -1.353 -1.829  0.195
H -1.235 1.434 -4.085  0.601
H -3.012 -1.202 -6.956  0.504
H -2.180 -3.188 -5.671  0.404
H -0.877 -2.861 -3.561  0.471
H -1.031 3.666 0.047  0.335
H -0.847 4.726 -1.387  0.508
H -1.156 2.995 -1.596  0.382
H 2.535 3.609 -2.380  0.379
H 1.045 2.934 -3.082  0.346
H 1.151 4.677 -2.768  0.500

Calculated values
- E_HOMO: -10.2244 eV
- Calculated total energy: -51029.34185 eV
- Gap between HOMO and LUMO: 5.29 eV
- Total charge: +1
- ΔE to the lowest compared entry with this formula, charge and spin: 0.0 kJ/mol


The following is a DFT calculation (wB97M-V/def2-TZVPD) of 2 unconnected molecules or ions with the total composition C5H8N2.

Last column: Mulliken charge in e.
Cartesian coordinates (Å):
C -0.656 2.017 0.198  -1.203
C 0.316 0.908 -0.126  0.152
C 1.115 0.242 0.911  -0.485
N 0.122 -0.433 0.456  -0.012
C -0.569 -1.551 0.275  -0.304
C -1.554 -1.607 -0.736  0.197
N -2.350 -1.684 -1.581  -0.459
H -0.898 2.015 1.265  0.323
H -1.579 1.943 -0.386  0.313
H -0.177 2.973 -0.043  0.342
H 0.641 0.865 -1.172  0.361
H 2.228 -1.452 -0.620  -0.003
H 1.961 0.129 1.565  0.375
H 1.709 -1.943 -0.840  -0.012
H -0.334 -2.411 0.887  0.414

Calculated values
- E_HOMO: -7.8616 eV
- Calculated total energy: -8290.20864 eV
- Gap between HOMO and LUMO: 8.45 eV
- ΔE to the lowest compared entry with this formula, charge and spin: 461.9 kJ/mol


The following is a DFT calculation (wB97M-V/def2-TZVPD) of a molecular structure, C16H32AlBeBr3F5LiN7O13SV.

Last column: Mulliken charge in e.
Cartesian coordinates (Å):
N -3.761 -2.422 -1.183  -0.670
C -2.830 -2.617 -0.541  -0.267
C -1.693 -2.864 0.357  1.200
C -0.743 -3.936 -0.200  -0.581
C -0.664 -5.191 0.701  -1.183
C -0.678 -4.924 2.224  -0.569
C 0.230 -3.816 2.691  0.413
O 1.412 -3.768 2.479  -0.657
O -0.345 -2.824 3.430  -0.362
C -0.945 -1.511 0.501  0.963
C -1.840 -0.578 1.164  -0.330
N -2.517 -0.086 1.946  -0.682
C -0.429 -0.918 -0.828  -1.036
C 0.997 -0.328 -0.666  0.038
N 1.022 0.602 0.481  -0.258
N 2.038 -1.330 -0.477  -0.640
N 1.318 0.369 -1.906  -0.595
H -2.119 -3.141 1.315  0.394
H 0.256 -3.555 -0.398  0.095
H -1.131 -4.275 -1.161  0.339
H -1.431 -5.914 0.444  0.383
H 0.287 -5.684 0.477  0.422
H -1.710 -4.737 2.527  0.454
H -0.384 -5.818 2.777  0.594
H -1.318 -2.887 3.360  0.198
H -0.102 -1.575 1.180  -0.067
H -0.395 -1.625 -1.654  0.433
H -1.047 -0.077 -1.144  0.342
H 0.178 1.165 0.455  0.404
H 1.106 0.120 1.371  0.298
H 1.890 -2.117 -1.094  0.314
H 2.053 -1.665 0.482  0.287
H 1.145 1.361 -1.794  0.275
H 2.308 0.240 -2.070  0.306
O 1.990 2.793 -0.369  -0.552
V 1.912 3.890 0.908  1.788
O 2.006 4.988 2.148  -0.685
C -1.629 4.139 -1.233  0.661
O -0.509 3.706 -0.948  -0.529
N -1.983 4.346 -2.519  -0.388
N -2.567 4.433 -0.291  -0.397
H -2.879 4.696 -2.797  0.165
H -1.291 4.150 -3.225  0.243
H -2.326 4.280 0.669  0.201
H -3.479 4.783 -0.513  0.153
C -0.198 -1.790 6.796  -1.378
C -1.461 -1.985 5.987  -0.017
O -1.635 -3.376 5.624  -0.184
C -2.136 -4.173 6.542  0.473
O -2.467 -3.913 7.670  -0.518
O -2.163 -5.429 6.016  -0.266
C -2.618 -6.367 6.937  -1.248
H 0.662 -2.200 6.265  0.323
H -0.030 -0.729 6.975  0.395
H -0.262 -2.297 7.759  0.364
H -1.399 -1.444 5.046  0.134
H -2.341 -1.619 6.518  0.413
H -3.582 -6.065 7.365  0.596
H -1.869 -6.499 7.744  0.373
H -2.744 -7.312 6.385  0.360
F 3.645 6.616 -4.441  -0.319
Al 2.405 6.213 -3.341  0.491
F 1.859 7.608 -2.551  -0.397
F 3.003 5.119 -2.178  -0.352
F 1.111 5.487 -4.169  -0.395
Li -2.837 -8.329 8.352  0.997
C 4.978 7.855 -7.986  -0.278
Br 3.459 8.964 -7.609  0.017
Br 4.517 5.998 -8.115  0.021
Br 5.911 8.467 -9.563  0.064
H 5.662 7.957 -7.154  0.313
O -3.390 -5.864 -0.210  -0.570
H -3.957 -5.110 0.004  0.300
H -3.987 -6.497 -0.621  0.260
F -3.296 -2.269 2.596  -0.821
Be -4.427 -3.018 5.762  0.095
O 6.023 9.919 -14.380  -0.393
S 6.042 9.217 -13.103  1.276
O 5.157 9.951 -12.187  -0.320
O 7.413 9.183 -12.600  -0.375
O 5.552 7.848 -13.210  -0.349

Calculated values
- E_HOMO: -7.5358 eV
- Calculated total energy: -321590.45584 eV
- Gap between HOMO and LUMO: 1.91 eV


The following is a DFT calculation (wB97M-V/def2-TZVPD) of 2 unconnected molecules or ions with the total composition C5H12NO2.

Last column: Mulliken charge in e.
Cartesian coordinates (Å):
C 2.611 0.043 -0.302  -0.994
C 1.351 -0.029 -0.732  0.273
C -2.030 -1.133 0.343  -0.896
C -1.392 0.366 -1.485  -1.179
C 0.224 -0.506 0.145  0.663
N -1.017 -0.404 -0.309  0.051
O 0.785 1.593 1.561  -0.556
O 0.401 -1.182 1.231  -0.476
H 3.357 0.569 -0.942  0.279
H 2.887 -0.179 0.718  0.274
H 1.105 0.156 -1.815  0.319
H -2.620 -1.533 -0.574  0.333
H -1.557 -1.838 1.010  0.362
H -2.754 -0.613 0.897  0.327
H -1.305 -0.329 -2.306  0.433
H -2.373 0.699 -1.354  0.402
H -0.718 1.242 -1.594  0.415
H 0.054 2.190 2.016  0.300
H 1.640 1.971 2.011  0.321
H 1.353 -1.083 1.484  0.348

Calculated values
- E_HOMO: -14.3966 eV
- Calculated total energy: -10956.82675 eV
- Gap between HOMO and LUMO: 10.30 eV
- Total charge: +1
- ΔE to the lowest compared entry with this formula, charge and spin: 173.0 kJ/mol